[1]
Density functional theory data (the ωB97M-V functional and the def2-TZVPD basis) for a molecular structure, C22H40Cl2MgN5O3.

HOMO-LUMO gap: 4.5158 eV
Total charge: -1
Highest occupied orbital energy: -2.23 eV

The geometry in XYZ format:
```
73
Properties=species:S:1:pos:R:3:mulliken_charge:R:1
C -1.57915 -2.74656 4.78642 -1.16
H 0.45002 1.65419 4.04688 0.36
H 1.25955 2.08211 -2.54348 0.26
H -1.04468 1.52504 -5.86992 0.24
H -3.23255 0.40279 -2.64750 0.41
H 2.54135 2.13145 -5.33504 0.36
C -1.44537 -3.81927 0.90272 -1.01
H 3.19138 -1.86013 1.70725 0.10
C -4.86921 1.76238 -3.15784 -0.51
C -0.60427 2.45565 -5.48454 -1.30
H 0.95142 -2.82419 2.85948 0.21
Mg -0.64952 -0.63597 -0.01674 0.18
H -1.81879 -3.69774 4.30455 0.38
Cl -1.14891 -1.97358 -1.86750 -0.64
H -0.84368 -3.48983 0.03751 0.34
H -2.38795 -0.47947 5.32397 0.33
H 4.06806 1.01938 3.14780 0.28
C -3.52659 1.41536 -2.95487 -0.29
H 3.92584 -4.45062 -1.00718 0.31
N -1.78004 -1.01785 1.58494 -0.57
H 0.72103 -4.34778 1.95766 0.49
H 3.14883 2.69790 -3.75272 0.32
C 2.47821 1.98760 -4.25282 -1.38
C -2.54864 2.39750 -3.13089 0.21
C 1.86516 3.35188 2.80953 -0.96
H 3.11628 0.58379 1.71451 0.05
H -2.30406 -2.54497 5.58402 0.46
H -4.46476 5.11687 -3.81759 0.33
H 1.59687 -2.18926 -1.55344 0.25
C -2.16952 -0.41195 4.25421 -1.24
N 3.14971 -2.63221 -0.24440 0.32
O -0.93447 1.03393 -2.11682 -0.63
H 3.52488 -3.63110 1.59196 0.28
C 1.15568 2.20210 -3.62975 -0.05
C 3.68691 -2.64349 1.12325 -0.79
H 3.85336 2.19691 1.84748 0.33
H 4.77239 -2.47364 1.06607 0.36
H -2.48587 -3.54740 0.69515 0.30
C 0.25561 -3.65679 2.67460 -1.17
O 1.24105 -1.51211 0.34891 -0.10
H 1.99254 3.92441 3.73764 0.34
H 4.94120 -3.00499 -1.28743 0.31
C -4.20982 4.08181 -3.56922 -0.62
C 3.90452 -3.37421 -1.25250 -0.92
H 0.18691 2.75110 -6.18445 0.40
C -1.04715 2.12251 -2.88042 -0.36
C 1.95586 -2.08702 -0.50925 0.13
H 2.53591 3.74690 2.04339 0.31
H -1.39017 3.20863 -5.54863 0.29
O 1.37426 -0.11775 3.61461 -0.62
H -6.24767 3.35039 -3.61770 0.33
H 0.09451 -4.20508 3.61063 0.39
H -5.63106 0.98291 -3.08245 0.37
H 2.83219 0.98234 -3.97169 0.22
C -1.49790 -1.94113 2.48046 0.59
C -2.88218 3.72530 -3.36321 -0.41
H -2.06513 4.45568 -3.38740 0.40
H -0.79157 2.88511 -2.10368 0.13
H -2.05849 -0.16929 2.08176 0.30
N -1.01889 -3.20034 2.13713 0.30
C 3.36474 1.39775 2.39888 -0.67
C 1.31004 1.11535 3.60702 -0.11
H 3.42158 -3.22825 -2.22849 0.29
Cl 0.20326 1.50022 0.55577 -0.71
H 0.82815 3.46449 2.47755 0.34
C -0.08304 2.35131 -4.11775 0.66
H -1.42823 0.38018 4.06761 0.30
H -3.09340 -0.16832 3.70530 0.45
C -5.20227 3.09627 -3.46290 -0.37
N 2.18362 1.94908 3.00970 0.26
N -1.65568 -1.68949 3.80555 0.39
H -1.36355 -4.91001 1.01541 0.36
H -0.57869 -2.80676 5.23297 0.25
```

---

[2]
Density functional theory data (the ωB97M-V functional and the def2-TZVPD basis) for a molecular structure, C22H40ClFeNO14P3S2.

⟨S²⟩: 6.06
HOMO-LUMO gap (spin up / spin down): 4.7742 / 6.0318 eV
Multiplicity: 5
Total charge: +1
Highest occupied orbital energy (spin up / spin down): -10.01 / -11.28 eV

The geometry in XYZ format:
```
84
Properties=species:S:1:pos:R:3:mulliken_charge:R:1
H 0.72104 -2.93046 0.24507 0.70
C -0.41919 6.68157 -6.04260 -0.77
N -1.09915 -1.59509 -2.65836 0.59
H 0.64224 -3.83819 7.28541 0.32
H -0.89932 -3.33373 -0.16713 0.46
O -1.55365 -0.82903 -0.26835 -0.42
C -1.36142 -0.69166 1.09738 -0.23
H -3.44650 0.79822 -2.94839 0.42
H -0.72488 1.90800 -0.22980 0.42
H -2.78442 -4.22211 -1.40562 0.29
C -1.32679 -0.32723 4.06864 0.27
H 0.95895 -2.46427 8.35304 0.37
O 0.55020 -4.29674 -3.13109 -0.56
C 0.09105 -0.74253 5.91532 -0.94
C -1.99988 -2.75628 -2.70214 0.40
P 0.79033 -4.31353 -1.55766 0.97
S 3.89215 -3.12548 5.20314 -0.23
C -1.84306 -0.53756 -3.33707 0.42
C 4.15851 -1.32838 5.35246 -0.50
C -2.98378 -3.17321 -1.63310 -1.48
O -2.03859 -3.34764 -3.74850 -0.53
P -0.16550 -1.15412 -1.22236 1.19
H 0.49107 -1.11138 2.13179 0.46
H 1.92352 3.86606 -4.72263 0.40
C 1.00111 6.87113 -5.56688 0.67
O 2.97604 0.58071 6.12452 -0.44
H 0.29892 -3.46309 -3.55490 0.47
O -1.35182 0.85915 3.97228 -0.52
H 1.24919 3.65202 -1.68026 0.19
P 2.02513 -1.52813 -2.30895 0.41
H -3.36943 -0.68741 3.68167 0.43
H -0.93232 5.80759 -5.65167 0.27
H 1.05469 2.71119 -3.15669 0.14
C 3.09606 -0.59931 6.13908 0.48
H -0.83414 -0.71287 6.50224 0.45
C 0.14840 -0.41764 1.35334 -1.05
O 2.25767 -1.35742 6.98527 -0.56
H -2.49534 -2.05213 4.39238 0.37
H 1.09284 0.93467 -1.40305 0.98
H -0.96929 7.57195 -5.75109 0.28
H -2.96708 -2.60977 -0.70862 0.30
C 1.03492 -1.86885 6.34540 0.62
C 0.50940 4.76716 -3.35026 -0.55
C 0.11903 0.64803 -1.79658 -2.39
O -0.05175 -5.61271 -1.11268 -0.53
H 0.28595 0.60796 1.70447 0.17
H -0.63390 -2.61526 7.51970 0.40
H -3.54738 -0.67687 -1.97556 0.27
Cl 3.59839 -0.81784 -1.24343 -0.23
O -0.20612 -0.98975 4.54257 0.05
C 0.43487 -2.78213 7.42417 -1.22
H -0.42739 6.62813 -7.13081 0.26
O -1.34713 0.07127 -4.24016 -0.58
O 1.76107 5.81298 -5.19451 -0.42
H -1.92330 0.20288 1.39118 0.74
H -3.92974 -0.71576 -3.70542 0.33
C 0.03520 -2.97928 -0.59463 -0.71
C -0.88865 1.67197 -1.28274 -0.42
H 1.27154 -2.46578 5.46699 0.50
C -2.43895 -1.25179 3.65459 -0.46
C -3.27829 -0.27567 -2.94858 -1.18
H -1.92132 1.34396 -1.37291 -0.01
H 2.79840 -0.02016 -3.65993 0.40
O 0.83820 -0.73677 0.18828 -0.50
S -2.14092 -2.05138 2.05813 -0.19
H -1.14923 3.78707 -1.34317 0.36
H -1.52160 3.04449 -2.86734 0.37
H 0.40339 4.24609 -5.47129 0.34
H 3.97208 -3.23671 3.87073 0.19
C 0.57885 3.45718 -2.51930 -0.07
O 2.10390 -0.69885 -3.68323 -0.42
H 4.14801 -0.87945 4.36290 0.38
H 0.56593 0.24345 5.99058 0.27
H -3.97185 -3.13972 -2.08827 0.44
C 1.12967 4.61255 -4.74318 -0.70
H -0.53060 5.07257 -3.48190 0.43
O 2.21223 -4.45366 -1.21020 -0.70
C -0.79948 3.02629 -2.04809 -1.10
Fe 1.36843 -0.59077 8.64612 0.60
O 1.50310 7.95989 -5.57253 -0.56
H 0.19118 0.73452 -2.87951 0.85
H -0.18259 -6.21356 -1.86006 0.32
H 5.11849 -1.13781 5.82877 0.38
H 1.05438 5.57620 -2.86443 0.39
```

---

[3]
Density functional theory data (the ωB97M-V functional and the def2-TZVPD basis) for a molecular structure, C22H40F3Na2O24S.

HOMO-LUMO gap: 7.4018 eV
Total charge: +1
Highest occupied orbital energy: -11.73 eV

The geometry in XYZ format:
```
92
Properties=species:S:1:pos:R:3:mulliken_charge:R:1
C 4.55677 -15.90017 -10.39331 -0.30
H -0.03073 -13.75730 -6.23988 0.25
H 6.39295 -14.62481 -6.90581 0.20
S 2.27738 -12.77376 -8.74321 1.08
H 9.45548 -12.79240 -17.00904 0.31
O -1.19257 -10.55782 -6.02598 -0.33
H 8.76183 -11.94823 -8.02054 0.31
C 0.50348 -14.02935 -5.32955 -0.12
H 0.76210 -11.35664 -6.00664 0.03
H -5.04819 -11.71232 -5.01429 0.25
C 4.32006 -14.72717 -5.98550 0.51
Na 1.02393 -16.24420 -9.77068 0.94
H -4.22499 -12.94629 -5.89085 0.31
C -4.45317 -11.88065 -5.91191 -0.65
O 5.56253 -7.32378 -14.71290 -0.63
H 7.15437 -11.23960 -7.91144 0.05
C 4.74206 -7.19148 -13.79673 0.81
C 7.92374 -12.18813 -14.86775 0.82
H 5.30819 -15.77042 -11.17217 0.28
C 0.11127 -16.41258 -5.79298 0.71
H 6.37794 -8.91014 -13.02187 0.28
H 6.06187 -13.42971 -5.55264 0.26
O 0.10733 -15.38066 -4.91854 -0.35
H 5.01514 -9.83790 -13.64981 0.28
O 8.84585 -10.33022 -11.53009 -0.08
O 3.89875 -6.23173 -13.74186 -0.38
H 6.30007 -13.84605 -13.14329 0.43
C 9.09516 -11.76767 -16.91849 -0.65
H -0.45064 -18.66780 -6.84502 0.30
C -2.20074 -11.30693 -6.45926 0.80
O 8.06315 -10.82469 -9.58277 -0.17
C 6.34338 -12.75801 -13.19233 -0.60
C -0.12245 -18.81067 -5.81547 -0.61
F 4.93393 -12.67867 -8.81058 -0.16
H 9.87910 -11.09731 -16.56614 0.29
O -3.29380 -11.05131 -5.73849 -0.32
H 8.49287 -10.15404 -7.64732 0.36
H 9.96181 -8.77612 -12.31153 0.37
O 6.35399 -15.42911 -5.12438 -0.41
O 4.47806 -8.01861 -12.87885 -0.27
C 9.78510 -9.84194 -12.45609 -0.68
H 3.45050 -18.41498 -6.23227 0.18
H 5.21240 -9.89813 -11.99575 0.17
H 0.84042 -19.32080 -5.78812 0.21
H 3.60013 -19.86848 -7.31152 0.35
C 5.39239 -16.21561 -4.59148 0.58
C 4.14694 -17.58494 -8.64911 0.94
O 6.63174 -12.15050 -14.40759 -0.34
O 5.04725 -16.74148 -9.33334 -0.36
O 7.90656 -11.68663 -16.07680 -0.32
C 0.14732 -10.61347 -6.51441 -0.23
O -2.13760 -12.02597 -7.47003 -0.56
C 5.87307 -14.41870 -5.97021 -0.07
H -5.00323 -11.61345 -6.81421 0.28
H 4.01167 -14.98202 -6.99943 -0.25
O 1.10213 -12.12543 -9.33708 -0.84
C 4.12096 -19.05632 -6.80434 -0.60
F 4.06039 -12.79972 -10.81044 -0.19
H 4.85348 -19.57521 -6.18606 0.28
F 3.91419 -10.94028 -9.69831 -0.19
H 4.84367 -4.38058 -14.10185 0.31
O 8.84496 -12.74812 -14.27852 -0.56
H 10.72759 -10.38921 -12.43825 0.31
H 0.36963 -13.26990 -4.55922 0.38
H 3.58038 -16.21088 -10.76510 0.19
H 0.64906 -9.67686 -6.27124 0.33
Na -1.11434 -12.40428 -10.08165 0.96
O 4.19659 -15.84566 -5.07460 -0.38
H 7.01044 -12.36877 -12.42316 0.30
H 3.07497 -4.41002 -14.15520 0.21
C 3.90978 -12.25713 -9.61046 0.44
O 5.63355 -17.19823 -3.93427 -0.56
C 3.97767 -4.95729 -14.42673 -0.64
H 1.52893 -13.91585 -5.68123 -0.07
H 8.80829 -11.43868 -17.91728 0.24
O 4.80691 -18.17224 -7.67121 -0.33
H 3.71280 -13.84181 -5.79719 0.03
H 9.26888 -9.85032 -13.41606 0.17
H 4.39131 -14.93711 -9.91036 -0.01
H 0.18760 -10.95852 -7.54756 0.17
H -0.86683 -19.37747 -5.25624 0.27
O 2.94992 -17.65367 -8.98376 -0.67
H 5.36854 -12.45241 -12.81233 0.10
C 8.18594 -11.04074 -8.20199 -0.57
C 5.34705 -9.20540 -12.82647 -0.46
O 10.08461 -9.70196 -9.70580 -0.63
O 2.17093 -14.22921 -9.03326 -0.50
O 0.36702 -16.33146 -6.98810 -0.43
O -0.05625 -17.58025 -5.12151 -0.35
H 4.22353 -5.16214 -15.46869 0.32
O 2.47202 -12.52928 -7.33813 -0.68
C 9.06187 -10.22828 -10.26461 0.56
```

---

> Number 1 is which compound?

C22H40Cl2MgN5O3

---

> Look up the total charge of the third one.

+1

---

> What is the formula in the first record?

C22H40Cl2MgN5O3

---

> The lowest total charge belongs to which entry?

C22H40Cl2MgN5O3